Here is a molecular structure, C14H32BrIO2P2STa at a distorted geometry from the OMol25 dataset. Energies are from ωB97M-V/def2-TZVPD.

Results
**Spin multiplicity**: 1
**Charge**: -1
**Gap between HOMO and LUMO**: 6.1 eV
**E**: -4712.40250 hartree
**Highest occupied orbital energy**: -4.216 eV
**F_max**: 8.333 eV/Å

Cartesian coordinates (Å):
C: 1.7714 5.0394 -2.7638
C: 0.4713 4.3796 -1.9508
O: 0.8788 3.0514 -1.3856
C: -0.1607 2.6077 -0.4003
Ta: -0.0180 0.2980 0.0542
C: -0.1497 0.9375 2.2917
C: -1.0209 -0.0535 3.2504
C: 0.1376 0.0481 -2.2692
C: -0.7869 -1.0532 -2.9713
O: -1.4538 -2.0937 -2.5180
Br: -1.0548 -0.7479 -4.9795
P: 2.5794 0.7347 0.1833
S: 3.6432 -0.8697 -0.0356
C: -2.3745 0.0639 0.0485
I: -3.3867 1.0418 -1.6176
C: -2.9189 -1.4290 0.3664
C: -4.4581 -1.2155 1.0003
P: 0.4488 -2.1196 0.6108
C: 0.7962 -3.3858 -0.6672
C: 1.7315 -3.0990 -1.9536
C: 1.0326 -2.5761 2.3357
C: 2.1958 -1.6690 3.0267
H: 2.3323 4.2316 -3.4169
H: 1.4412 5.9619 -3.4476
H: 2.5394 5.4141 -1.9396
H: 0.0933 5.1317 -1.1322
H: -0.3444 4.1961 -2.7976
H: 0.1115 3.2092 0.5950
H: -1.2294 2.9632 -0.6970
H: 0.9269 1.2088 2.7338
H: -0.7250 1.9849 2.3041
H: -1.2903 -1.0971 2.8096
H: -2.0153 0.4332 3.6918
H: -0.3460 -0.2614 4.2146
H: 1.3100 -0.0207 -2.4853
H: -0.1611 1.0917 -2.7752
H: 3.0315 1.7118 -0.7720
H: 2.8222 1.2323 1.5260
H: -2.6807 0.7187 1.0023
H: -2.3565 -2.0454 1.1775
H: -3.1108 -2.1323 -0.5481
H: -5.2022 -1.2712 0.0762
H: -4.5847 -0.1918 1.5479
H: -4.6792 -2.1627 1.6558
H: 1.3000 -4.3256 -0.1195
H: -0.2263 -3.8509 -1.0759
H: 1.1641 -3.5071 -2.9079
H: 2.7250 -3.7578 -1.8804
H: 2.0767 -2.0124 -2.1513
H: 1.4839 -3.6814 2.2633
H: 0.1595 -2.6815 3.1432
H: 2.2149 -0.5396 2.7348
H: 2.0396 -1.7309 4.2044
H: 3.2765 -2.1094 2.8106

Here is a molecular structure, C14H23BCaN6O at a distorted geometry from the OMol25 dataset. Energies are from ωB97M-V/def2-TZVPD.

Results
**Spin multiplicity**: 1
**Charge**: +2
**Gap between HOMO and LUMO (alpha / beta)**: 4.1 / 5.2 eV
**E**: -1652.97415 hartree
**Highest occupied orbital energy (alpha / beta)**: -14.854 / -15.017 eV
**F_max**: 3.149 eV/Å

Cartesian coordinates (Å):
C: -0.2671 3.4662 -0.7831
N: -0.1192 2.1708 -1.1337
N: 0.1140 2.1679 -2.5057
C: 0.0597 3.4253 -2.9943
C: -0.1878 4.2889 -1.9245
B: 0.3277 0.8492 -3.2852
N: 1.3677 -0.0855 -2.6071
N: 1.2924 -0.4467 -1.2640
C: 2.3213 -1.2967 -1.0461
C: 3.0123 -1.5297 -2.2544
C: 2.3661 -0.7528 -3.2140
Ca: -0.4092 0.2418 0.2949
N: -0.9914 0.0434 -3.2084
N: -1.4676 -0.3726 -1.9696
C: -2.5452 -1.1398 -2.2345
C: -2.7648 -1.2122 -3.6257
C: -1.7499 -0.4496 -4.2020
H: -3.1232 -1.6094 -1.4491
H: -1.5037 -0.2269 -5.2325
H: -3.5475 -1.7350 -4.1393
H: 0.6477 1.0733 -4.4104
H: 2.5318 -0.6173 -4.2739
H: 0.2140 3.6022 -4.0504
H: 3.8765 -2.1446 -2.4062
H: -0.2833 5.3546 -1.9649
H: 2.5629 -1.6838 -0.0618
H: -0.4043 3.7827 0.2420
H: -0.8156 -2.9764 0.5503
C: -0.4495 -3.1637 1.5695
H: 0.5930 -3.5168 1.5119
H: -0.4803 -2.2487 2.1359
H: -1.0449 -3.9666 2.0418
C: 1.0741 -0.9485 4.2792
C: 0.0690 0.0457 3.6786
C: -1.3449 -0.3301 4.1503
C: 0.4386 1.4220 4.2397
O: 0.1398 0.0696 2.2985
H: 0.9902 -0.8850 5.3756
H: 2.0976 -0.6801 3.9853
H: 0.8776 -1.9791 3.9583
H: -1.3438 -0.3269 5.2488
H: -2.0846 0.3979 3.7836
H: -1.6331 -1.3291 3.7910
H: 1.4484 1.6780 3.8943
H: -0.2789 2.1652 3.8727
H: 0.4178 1.4086 5.3387

Here is a molecular structure, C21H47GeNO5RuSi from the OMol25 dataset. Energies are from ωB97M-V/def2-TZVPD.

Results
**Spin multiplicity**: 5
**Relative energy (zero: lowest compared OMol25 entry of this formula, charge and spin)**: 0.204 eV
**Gap between HOMO and LUMO (alpha / beta)**: 8.4 / 8.3 eV
**E**: -3720.74759 hartree
**Expectation value of S²**: 6.01
**Highest occupied orbital energy (alpha / beta)**: -7.849 / -9.892 eV
**F_max**: 0.734 eV/Å

Cartesian coordinates (Å):
Ru: 0.1235 -0.0521 -1.6954
C: 2.7312 2.6849 -1.7967
Ge: 3.2930 0.9830 -2.5956
C: 5.1464 0.6108 -2.1010
C: 3.2036 1.1007 -4.5436
C: 2.1975 -0.5022 -1.9328
H: 2.9376 3.5081 -2.4849
H: 3.2595 2.8721 -0.8587
H: 1.6597 2.6767 -1.5911
H: 5.7974 1.4269 -2.4306
H: 5.4774 -0.3122 -2.5830
H: 5.2498 0.4958 -1.0192
H: 3.4129 2.1264 -4.8572
H: 2.2172 0.8197 -4.9174
H: 3.9469 0.4407 -4.9980
H: 2.5265 -0.8486 -0.9527
H: 2.2411 -1.3474 -2.6251
C: -0.8825 -2.6516 -3.4885
C: -1.6889 -2.3384 -2.2254
C: -3.0635 -3.0044 -2.3137
C: -1.8454 -0.8316 -2.0149
H: -0.7076 -3.7253 -3.5843
H: 0.0950 -2.1671 -3.4974
H: -1.4189 -2.3079 -4.3785
H: -1.1688 -2.7591 -1.3663
H: -3.6115 -2.6285 -3.1838
H: -3.6619 -2.7980 -1.4235
H: -2.9652 -4.0892 -2.4138
H: -2.4217 -0.5783 -1.1247
H: -2.2668 -0.3542 -2.8977
C: 2.4697 -0.4777 2.5190
C: 1.9173 0.9447 2.4480
C: 2.5464 1.7096 1.2887
C: 2.1575 1.6737 3.7605
O: 0.4882 0.9423 2.2544
Si: -0.5138 -0.1405 1.5475
O: 0.0733 -0.6611 0.1181
O: -1.9639 0.5835 1.3045
C: -2.3265 1.9434 1.0074
C: -2.1963 2.8010 2.2605
C: -1.4475 2.4933 -0.1128
C: -3.7758 1.8889 0.5552
O: -0.6913 -1.3862 2.5753
C: -1.6794 -2.4088 2.7821
C: -1.9112 -3.1562 1.4748
C: -1.0942 -3.3347 3.8346
C: -2.9804 -1.7911 3.2831
H: 3.5279 -0.4541 2.7877
H: 2.3642 -0.9852 1.5519
H: 1.9246 -1.0578 3.2682
H: 3.6356 1.6063 1.2943
H: 2.2941 2.7722 1.3506
H: 2.1652 1.3199 0.3445
H: 3.2291 1.7696 3.9583
H: 1.6925 1.1222 4.5843
H: 1.7153 2.6724 3.7186
H: -1.1568 2.8404 2.5950
H: -2.8021 2.3691 3.0616
H: -2.5493 3.8162 2.0619
H: -0.3916 2.4043 0.1524
H: -1.6584 3.5505 -0.2851
H: -1.6456 1.9581 -1.0445
H: -4.4134 1.5445 1.3739
H: -3.8834 1.1967 -0.2850
H: -4.1152 2.8794 0.2385
H: -0.9570 -3.5036 1.0687
H: -2.3806 -2.4927 0.7388
H: -2.5654 -4.0169 1.6328
H: -0.1630 -3.7795 3.4724
H: -1.7989 -4.1359 4.0737
H: -0.8796 -2.7716 4.7466
H: -3.3369 -1.0292 2.5871
H: -2.8227 -1.3197 4.2584
H: -3.7458 -2.5647 3.3879
O: -0.1414 3.0756 -4.5220
C: -0.0584 2.0846 -3.8972
N: 0.0312 1.0552 -3.2795

Here is a gas-phase ion, C5H4N3O2S (charge +1) at a distorted geometry from the OMol25 dataset. Energies are from ωB97M-V/def2-TZVPD.

Results
**Spin multiplicity**: 1
**Charge**: +1
**Relative energy (zero: lowest compared OMol25 entry of this formula, charge and spin)**: 6.286 eV
**Gap between HOMO and LUMO (alpha / beta)**: 7.1 / 7.1 eV
**E**: -905.31106 hartree
**Highest occupied orbital energy (alpha / beta)**: -13.864 / -13.860 eV
**F_max**: 4.810 eV/Å

Cartesian coordinates (Å):
C: 0.4735 1.8538 -1.2323
C: 1.2747 -0.2534 -2.1119
C: -0.5101 1.4415 -0.4422
C: -1.0154 -0.3663 1.6188
C: -0.1198 -1.2519 1.0460
N: 1.0368 1.0047 -2.1321
N: 1.1909 -1.0306 -1.0136
N: 0.3162 -0.9481 -0.1693
O: -2.5446 1.7489 1.2109
O: 0.1908 -2.4547 1.5058
S: -1.1876 1.3199 1.0972
H: 0.8228 2.8810 -1.3238
H: 1.7794 -0.6995 -2.9575
H: -1.3955 -0.5171 2.6185
H: -0.3122 -2.7283 2.2856